Entry 1:
ORCA calculation (the ωB97M-V functional and the def2-TZVPD basis) on a cluster of 2 separate species, C3H12NS in total in a non-equilibrium geometry.

Values from the calculation:
* HOMO: -13.00 eV
* relative energy (zero: lowest compared OMol25 entry of this formula, charge and spin): 20.6 kcal per mole
* frontier orbital gap: 9.57 eV

Structure (ORCA input):
```
! RIJCOSX wB97M-V def2-TZVPD def2/J DEFGRID3
* xyz 1 1
C -2.61722 0.12123 0.46366
C 3.15737 0.45306 -0.93820
N 2.14664 0.88321 0.13968
H 2.24347 0.26194 0.91228
H -1.12540 -0.18739 -1.38318
H -2.67216 0.87280 1.28389
H 1.14140 0.72762 -0.21748
H -2.30426 -1.91487 -0.18677
H 2.99270 -0.56276 -0.86819
H -1.82721 -1.71353 1.57537
H -3.35624 0.26458 -0.30239
H -3.55157 -1.74641 1.05112
H 4.10565 0.75723 -0.51323
C -2.54992 -1.41234 0.76828
H 3.05948 0.78605 -1.98749
S -1.03691 0.63054 -0.27525
H 2.19420 1.77906 0.47790
*
```

Entry 2:
ORCA calculation (the ωB97M-V functional and the def2-TZVPD basis) on a cluster of 13 separate species, C102H219B2F11N9O5S in total in a non-equilibrium geometry.

Values from the calculation:
* HOMO: -14.32 eV
* frontier orbital gap: 6.11 eV

Structure (ORCA input):
```
! RIJCOSX wB97M-V def2-TZVPD def2/J DEFGRID3
* xyz 5 1
C -0.10747 2.21503 -1.44244
H -4.05106 7.34523 7.37657
H 0.36072 -3.33804 9.75263
C -5.09574 -2.71246 -1.36656
H 2.44961 3.21636 -7.78429
H 2.46255 -4.71909 10.23836
C 0.70396 -0.80191 1.68664
H -7.09289 4.41576 -1.20658
F -3.60438 1.90765 1.25024
C -2.22339 -3.93886 2.52778
H 1.35799 -2.04088 -0.76388
C 8.82714 1.51466 -7.66792
C 5.70138 2.03553 -7.28077
H -3.63786 6.36575 3.69623
H 2.69704 1.35903 4.55054
H -1.04340 -0.75674 -0.55293
H -1.89495 1.28766 -2.24172
H -8.36542 1.94904 -4.23545
H -3.05410 4.42732 1.72596
H -8.32296 -2.24657 4.44620
H -3.57061 -5.29673 1.43648
H 3.53143 0.08277 -1.35381
C -3.86820 -1.68584 -4.83369
C 3.63370 -3.15173 9.20689
H 5.42807 0.13456 8.98640
H 2.06628 4.36607 4.56432
C -5.30661 -4.34612 -5.44724
H 3.79156 -3.32859 -0.27578
H -3.99609 -0.13043 6.09596
H -1.85498 -3.59762 1.56035
H 1.48142 1.26488 -2.61719
H -5.43556 -4.46813 -3.32243
H -3.65897 -1.29840 -2.28407
H 5.17124 1.77620 -8.19718
H -2.13006 -1.14597 -6.84629
C 4.52837 2.49472 4.82325
H 3.12021 5.23249 3.42819
H 2.43504 -3.10542 11.05626
H 1.72839 -1.16511 -2.23894
H 1.92681 -7.58696 -7.82693
C 3.97671 3.93314 -6.48138
H -5.33695 -1.45655 4.04528
H -5.05388 4.51352 2.56614
C 3.53907 -0.64198 9.55165
H -6.00151 -1.27196 5.72411
H 7.67442 2.37472 -9.21050
H -2.02901 6.61018 4.15901
C -2.79898 -2.40584 7.82316
H 1.21462 0.39355 3.44425
H 4.86080 -1.36886 4.59035
H 2.30530 5.50299 -9.09871
H 1.83406 -8.85538 -5.69906
H 7.11482 3.45687 -6.39942
H 2.89210 -7.48488 -3.08993
C -6.09243 -1.84340 -3.54776
H -4.95400 4.73418 -0.30324
C 1.63064 -2.06672 8.57333
C 2.18663 -8.12201 -3.62331
C -2.27299 -1.24262 6.97499
C 1.20908 1.41077 -1.57189
H 4.07275 4.98717 9.09512
C 0.96090 0.35389 0.72230
C 5.08007 4.29960 7.40288
B -0.20265 3.26511 -5.09469
H -6.64593 -1.28760 -1.42945
H 3.60048 -0.80132 0.07001
H 5.51939 2.29148 4.41744
C -1.34533 3.99835 4.52715
C 2.10088 -4.59855 -4.76036
H 5.02745 3.54430 -4.26687
H 7.84988 4.39263 2.63405
H 4.27491 -3.41283 6.30177
H -6.28605 -3.75838 5.76621
C -6.52397 3.39692 -3.05516
C -5.12838 4.00954 3.52975
H -6.04654 -0.78040 -3.78446
H 3.97151 -7.96980 -9.82702
H 4.04362 3.78360 -8.49003
H 4.25228 -8.52523 -7.33376
H -2.71030 -1.96878 3.14256
F 1.40120 -5.58305 -1.16579
C -2.36321 -2.15034 -4.97280
N -7.53321 3.95209 -4.09888
H -2.88976 -0.67068 4.89522
C 1.30901 -3.41652 9.22096
H -0.30757 3.86605 1.63683
H -0.09150 2.87609 -0.57591
H -0.53649 0.00202 3.05177
C -6.43585 -2.14806 -2.06471
C 8.06596 2.73843 -8.26049
H -2.00285 -3.14393 7.92056
H 1.95555 2.83985 2.53018
N -4.65811 -2.45187 -3.76603
C -0.25381 -1.49265 -6.21386
H 3.98318 -1.75755 -2.85139
O -0.64067 -3.22474 -1.35752
C 3.25883 -0.89663 -0.96067
H 5.49565 5.83434 4.58142
H -5.64323 3.06455 -3.60464
C 4.05764 -1.99083 -1.78925
N 4.65514 2.51845 -6.19524
C 3.58789 -10.17472 -2.98225
H 7.13995 2.83182 -1.12698
H -3.39510 4.39059 -2.32556
H 4.39624 -9.44995 -2.88551
C 1.76397 -1.10636 -1.15111
C -7.77424 -3.13205 4.12535
H -3.58341 -4.25197 4.88652
C -6.23985 4.34925 -1.88185
C -3.98710 -2.33271 -2.38719
H -3.08143 -2.93886 -2.40898
C 3.67083 -3.35074 -1.35885
H -7.55094 5.62261 -5.69046
H -1.59387 -0.16538 -5.37440
C 3.13446 -5.62328 -5.21297
S -1.04999 -4.63365 -1.55691
H -5.65358 -6.37540 -5.13235
H 3.32995 1.07084 -7.06367
C 2.91987 2.98980 3.01566
H -0.66670 4.84068 4.66142
H 0.30316 -0.65813 -6.63985
N -4.06199 -2.28174 5.58227
H -0.48245 -0.70614 -2.19145
H 4.87007 6.30302 8.38585
H 4.58302 0.14182 11.97632
H -4.81944 4.47998 -4.91877
H 8.07133 7.01659 2.20877
C -0.56127 -0.10761 -1.28389
C 3.77713 -3.02831 3.46904
C -9.22799 3.31877 -5.61714
H 4.45872 -6.40035 -9.42524
C 2.48588 -8.18862 -5.13456
H 6.30373 4.33393 4.79104
H -5.51004 3.11524 -0.22906
C 4.58778 1.43045 -3.89181
H 3.25435 -0.21145 -4.72232
C 0.19621 -5.78712 -0.65464
C 6.99960 2.08525 -0.34529
C 3.71670 -1.50368 7.09248
H 3.72337 -5.12318 -5.98186
C 5.01597 5.24737 8.61478
H -6.00720 2.66985 5.49094
C -3.29262 5.97460 5.84329
C 5.25206 2.58782 -4.73886
C -0.85506 2.86335 3.56714
H 4.63414 -3.66103 3.23815
C 0.84869 -6.28450 -5.77051
H 3.22172 6.14589 -7.84935
C 5.48926 4.80028 4.23676
H 5.84949 5.29742 9.31538
N 2.34089 -6.83859 -5.83116
H 0.50730 -6.62104 -4.79159
H -0.18824 2.81466 -2.34909
H -2.46339 5.73846 6.51016
C 2.96139 4.28730 3.94734
O -2.37366 -4.91622 -1.00007
C -3.78581 3.49977 4.04434
H -0.20452 -2.31894 -6.92303
H -3.78031 -4.35032 -3.90826
H 3.81399 -6.02316 -4.46035
C 6.84142 3.19033 -7.42035
C -1.22145 1.29872 -1.38477
H 6.42425 7.17014 2.60903
C -8.94698 4.39442 -3.48433
O 4.67412 2.59414 -0.72163
H 3.74977 5.63908 6.24588
H 3.19323 -1.22896 4.50182
H 6.01992 0.92084 11.44973
C -6.93083 5.07678 -4.97939
H 3.35453 -2.62641 2.54817
H 3.93198 1.05585 3.44888
C 0.99566 -4.82514 -5.69739
H -4.26358 -6.08036 -6.09601
H -1.76062 -2.11627 -4.06516
C -1.16991 3.44565 2.15427
H 1.73570 -4.68869 -3.73732
H 0.31806 -6.78548 -6.58017
N 4.24427 4.08039 4.87366
H 4.98580 -6.95988 -7.15377
C -2.18609 4.57447 2.36861
H 5.77869 3.46130 2.48491
C -10.01230 4.11294 -4.58874
H 6.09072 4.29638 6.99462
C 2.53344 5.32435 -8.04792
H 2.55830 -2.96331 6.04972
H 4.34071 1.54188 10.98923
C -4.08561 -2.84057 7.09797
H 4.82121 -0.23250 -5.39339
F 0.27661 -5.42839 0.62954
H -3.84882 2.73552 -2.22494
C 4.08541 0.44978 -4.96772
H 0.11155 -4.27295 -5.37876
H -1.55210 3.60583 5.52277
H -10.82337 3.48700 -4.21663
H 1.98814 0.68481 0.87515
H -2.23866 -3.33090 5.21607
H -1.58571 2.73583 1.43916
F -0.17819 3.31340 -6.48239
C 0.49708 -0.34280 3.08224
F -0.10749 1.98382 -4.61034
F -1.43033 3.82267 -4.61827
H 3.79377 -10.95186 -2.24619
H 0.21203 1.08350 1.03045
H -9.11013 3.84437 -2.55755
H 0.18316 2.55594 3.69240
F 0.85897 3.88576 -4.55291
H 6.32236 2.38317 -4.76514
N 0.88361 0.09516 -0.80774
C -5.29260 -5.75179 -5.95021
C 3.43092 1.88837 3.94280
H 2.60335 -3.52089 -1.49908
H -7.03644 2.58701 -2.53600
C -8.05178 2.74969 -4.90528
H -5.87507 6.24748 -7.26381
H -6.10031 5.38766 -2.18238
C -5.55055 4.78284 -5.66833
H 7.26084 4.95557 1.20074
H 2.58427 -3.62661 -4.85918
H -4.48922 -1.85056 -5.71420
H -2.03553 -0.30562 7.47874
H -5.27346 1.42854 4.63674
H 2.62936 1.94097 -5.71581
H 1.26398 -1.20555 9.13194
H 5.59317 -1.12436 10.21951
C -1.67824 -1.14038 -5.85436
F -2.15992 0.29230 1.51591
H 7.50907 1.20379 -0.73463
H -5.11202 -3.77078 -1.10620
H -7.38620 2.34154 -5.66589
C -3.15600 -2.96042 3.22066
H 2.96441 -0.78188 10.46723
H 1.94008 -9.58862 -1.96029
H -4.96031 -2.31681 7.48355
H -3.15621 -5.82942 3.15345
H -8.29239 -4.08859 4.19349
H -1.38118 -1.57088 6.44114
H 4.72346 4.72678 -6.45701
H 4.21198 -4.18256 -1.80976
H 8.20210 0.65845 -7.41431
C -3.72904 3.63242 -1.61722
C 4.52060 -7.42510 -9.05897
F -4.04394 0.35720 2.85349
H 1.58274 5.55650 -7.56793
H 9.72739 1.21625 -8.20514
H 7.65866 6.50803 3.78166
H 1.45987 -10.12030 -3.49676
H -6.26858 -3.87094 -5.63944
H -7.60218 -3.08878 3.04989
C 7.07117 5.06218 2.26881
H -1.36762 -4.09526 3.18452
H -10.33485 5.02685 -5.08758
H 4.74086 -1.14457 6.99136
H 7.64632 2.42200 0.46492
H 1.20338 -4.20542 8.47627
H 1.27581 -2.05837 7.54273
H -1.99042 -5.95994 1.91410
C 5.71576 4.52023 2.73549
C 3.53831 1.44974 -6.06311
H 4.92303 4.96049 2.13064
H -8.92640 4.05704 -6.36017
H 1.17305 -7.78912 -3.39980
H -5.48036 4.70959 4.28746
C -5.13398 3.86063 -0.92984
C 3.96292 -1.98093 4.67568
H -2.94934 -1.99797 8.82273
H 2.50404 -5.99290 -7.86397
O -0.99737 -5.02479 -2.96028
H 1.16667 -4.51534 -6.72835
C -6.16792 2.05084 4.60828
H -7.20032 -2.90429 -1.88631
H 0.53025 -1.24521 3.69270
C -3.29832 -0.93678 5.87009
H -3.89967 -0.66362 -4.45662
H -3.30556 8.21928 6.05858
H -8.82905 5.45821 -3.27809
C 3.58698 -2.60299 6.05879
H -4.14123 -2.84617 2.76857
H 6.45179 4.08091 -7.91347
C -5.47740 -1.92010 5.02175
H -5.99033 2.38192 2.47748
F -4.22154 -0.09811 0.61038
H -7.07680 1.47489 4.78237
H 2.05811 1.95662 -1.16046
H 0.11833 -1.78078 -5.23071
H -9.91412 2.62075 -6.09683
B -3.51560 0.60896 1.61210
H -2.32870 -3.21954 -5.18192
H -0.23302 -1.22399 1.32329
H -3.42962 2.70924 3.38381
C -3.89017 7.33118 6.29860
F -0.15551 -7.08229 -0.80939
H -4.10180 5.95089 -7.05604
H -1.86679 1.50586 -0.53111
H 3.52671 -8.47127 -5.29229
C 7.27878 6.51052 2.76000
H 4.98865 3.26299 7.72721
H 5.54673 -7.79103 -9.09454
H -4.98989 6.82102 -5.86715
C -2.86904 5.93985 4.34093
H 9.21569 1.86662 -6.71227
H 5.11369 -1.87334 -1.54626
C 2.23773 -9.53412 -3.00745
C 3.23159 3.97569 -7.78874
C 2.67612 -6.94554 -7.36300
H -1.67838 5.47908 2.03395
H -7.17190 3.41262 3.25335
H -6.67812 -2.33529 -4.32436
C -3.20990 -3.24004 4.72973
C -6.20797 2.92457 3.39739
C 5.50057 1.93683 -0.01624
H 3.57529 3.08441 2.14988
H -5.88269 -6.03554 -6.82164
H 4.63819 -2.97657 9.59214
C -2.82960 -5.34255 2.23455
H -5.80372 -3.99942 4.13553
H 5.96870 1.01685 -6.99982
C 4.99213 -0.27371 9.89819
C -6.30860 -3.28428 4.78498
H -2.98103 3.41858 -0.85377
H 3.10840 0.15306 8.94292
H 3.74818 -10.73422 -3.90386
H -5.61791 3.88677 -6.28529
H 8.71001 3.58691 -8.49150
H 3.84988 1.82210 -3.19167
N 3.17721 -1.86199 8.55078
H -6.64087 5.80061 -4.21776
H -4.24590 -3.91764 7.04968
C 2.45446 -3.63730 10.10503
C 5.00345 0.68841 11.13216
H -4.82652 7.33065 5.74061
H 5.37236 0.88575 -3.36659
C 3.97693 4.57894 6.35812
H -3.81496 3.15455 5.07781
H -4.81901 -2.23000 -0.42914
H 1.35909 -1.65488 1.50961
H -3.94445 5.15093 6.13445
H 3.81329 -3.91645 8.45122
H 4.58450 2.18045 5.86544
N -2.62700 4.47884 3.81396
H 3.03143 4.10693 6.62522
O 5.09931 1.22120 0.89343
H 2.92199 -3.59957 3.83027
C -5.07583 5.99102 -6.56843
C -4.79819 -3.99540 -4.06969
C 4.14667 -7.47820 -7.61780
H -1.32822 1.92745 3.86432
H 3.28641 4.05887 -5.64725
H -4.62824 -3.91237 -6.18194
H 3.11699 -0.63815 6.81082
*
```